# 1
The following is a DFT calculation (ωB97M-V with the def2-TZVPD basis set) of C20H44NOP3SSn as an isolated structure in a non-equilibrium geometry.

DFT total energy = -69483.6841 eV
orbital gap (spin up / spin down) = 6.57 / 4.72 eV
F_max = 0.0479 Eh/bohr
charge = +4
energy above the lowest of the compared OMol25 structures with the same formula, charge and spin = 0.00 kcal per mole
LUMO energy (spin up / spin down) = -13.3113 / -14.1136 eV

The geometry in XYZ format:
```
71
C20H44NOP3SSn, DFT ωB97M-V with the def2-TZVPD basis set
Sn 0.295 0.058 0.675
P -0.263 -0.892 2.992
P 2.994 -0.414 0.904
P -2.145 0.809 -0.016
H 2.365 -1.494 -3.155
C 1.642 -0.761 -3.543
C 1.726 0.559 -3.402
H 2.631 1.034 -3.027
C -0.474 -2.692 2.808
C 1.030 -0.735 4.246
C -1.746 -0.258 3.804
C 4.049 -0.085 -0.548
C 3.867 0.499 2.234
C 3.376 -2.153 1.302
C -2.245 1.501 -1.689
C -2.982 2.090 0.957
C -3.291 -0.618 0.187
H 0.780 -1.134 -4.123
H 0.860 1.183 -3.658
H -0.748 -3.076 3.800
H 0.451 -3.185 2.470
H -1.277 -2.935 2.096
H 0.643 -1.132 5.192
H 1.314 0.304 4.436
H 1.946 -1.284 4.011
H -1.783 -0.701 4.809
H -2.672 -0.518 3.273
H -1.699 0.834 3.906
H 4.980 -0.675 -0.516
H 4.300 0.982 -0.525
H 3.499 -0.305 -1.473
H 4.915 0.167 2.322
H 3.375 0.379 3.208
H 3.894 1.569 1.994
H 4.473 -2.234 1.343
H 2.994 -2.802 0.503
H 2.942 -2.477 2.258
H -3.272 1.432 -2.081
H -1.547 1.019 -2.389
H -1.952 2.557 -1.610
H -3.981 2.212 0.514
H -2.428 3.029 0.855
H -3.074 1.836 2.020
H -4.235 -0.363 -0.330
H -3.485 -0.796 1.258
H -2.900 -1.578 -0.196
C -2.330 -2.443 -4.406
C -3.204 -3.557 -4.318
C -3.568 -4.237 -5.499
C -3.101 -3.796 -6.749
C -2.361 -2.615 -6.839
C -1.992 -1.939 -5.666
S -1.633 -1.652 -2.976
H -0.298 -2.005 -3.166
H -3.519 -3.912 -3.330
H -4.193 -5.146 -5.431
H -3.289 -4.409 -7.639
H -2.026 -2.250 -7.797
H -1.349 -1.061 -5.715
C 0.826 4.957 1.559
N 1.211 4.028 2.630
C 1.961 4.555 3.777
C 1.050 2.723 2.488
O 0.516 2.248 1.415
H 1.061 5.974 1.908
H -0.250 4.841 1.368
H 1.370 4.688 0.634
H 1.549 4.214 4.734
H 3.017 4.253 3.781
H 1.933 5.644 3.786
H 1.478 2.144 3.357
```

---

# 2
The following is a DFT calculation (ωB97M-V with the def2-TZVPD basis set) of one molecule with the formula C20H45ClNO12P5.

DFT total energy = -106497.7480 eV
orbital gap = 8.91 eV
F_max = 0.0183 Eh/bohr
SMILES = CCCCCCCCCCCCCCCCO[C@H]([C@H](CON=O)OC(Cl)(PP(=O)(O)O)PP(=O)(O)O)P(O)O
charge = 0
energy above the lowest of the compared OMol25 structures with the same formula, charge and spin = 0.00 kcal per mole
LUMO energy = -0.0102 eV

The geometry in XYZ format:
```
84
C20H45ClNO12P5, DFT ωB97M-V with the def2-TZVPD basis set
C 1.526 -5.377 3.312
C 0.352 -4.488 2.888
C 0.777 -3.227 2.117
C 0.960 -3.434 0.602
C 2.400 -3.655 0.118
C 3.424 -2.622 0.602
C 3.041 -1.147 0.352
C 3.964 -0.387 -0.625
C 4.255 1.061 -0.187
C 4.493 2.012 -1.370
C 3.241 2.700 -1.969
C 2.766 2.145 -3.331
C 1.596 1.139 -3.278
C 0.490 1.511 -4.278
C -0.820 0.727 -4.125
C -1.750 1.320 -3.063
O -1.657 0.614 -1.816
C -2.917 0.270 -1.232
C -2.701 0.079 0.266
C -3.853 -0.647 0.945
O -5.061 0.078 0.714
N -6.165 -0.803 0.685
O -7.106 -0.268 0.269
O -2.603 1.295 1.022
C -1.402 1.926 1.344
Cl -0.036 0.798 1.575
P -1.780 2.842 2.971
P -0.925 1.687 4.600
O 0.520 1.923 4.708
O -1.787 2.189 5.867
O -1.413 0.172 4.485
P -0.698 3.315 0.300
P -2.423 4.505 -0.358
O -2.545 4.600 -1.817
O -3.772 3.971 0.311
O -2.125 5.931 0.313
P -3.335 -1.229 -2.269
O -4.852 -1.677 -1.796
O -2.397 -2.259 -1.382
H 2.332 -4.764 3.724
H 1.217 -6.088 4.083
H 1.915 -5.954 2.468
H -0.355 -5.065 2.281
H -0.189 -4.180 3.790
H -0.012 -2.480 2.257
H 1.679 -2.810 2.575
H 0.560 -2.555 0.086
H 0.343 -4.278 0.275
H 2.386 -3.652 -0.979
H 2.735 -4.653 0.428
H 4.365 -2.833 0.083
H 3.600 -2.772 1.672
H 3.062 -0.611 1.307
H 2.015 -1.064 -0.017
H 3.504 -0.360 -1.619
H 4.915 -0.926 -0.676
H 3.434 1.449 0.426
H 5.163 1.061 0.425
H 5.179 2.803 -1.048
H 5.022 1.464 -2.160
H 3.451 3.767 -2.072
H 2.411 2.603 -1.256
H 3.631 1.658 -3.797
H 2.488 2.969 -3.996
H 1.939 0.124 -3.514
H 1.182 1.083 -2.261
H 0.897 1.350 -5.284
H 0.285 2.586 -4.204
H -0.610 -0.322 -3.898
H -1.363 0.792 -5.074
H -1.476 2.359 -2.884
H -2.787 1.329 -3.411
H -3.676 1.041 -1.420
H -1.834 -0.575 0.378
H -3.644 -0.660 2.021
H -3.924 -1.682 0.613
H -3.142 2.503 3.130
H -1.822 3.152 5.898
H -1.343 -0.289 5.331
H -0.299 2.694 -0.891
H -3.742 3.802 1.258
H -1.801 5.882 1.220
H -4.854 -2.319 -1.078
H -2.521 -3.171 -1.662
```

---

# 3
The following is a DFT calculation (ωB97M-V with the def2-TZVPD basis set) of a 7-piece molecular cluster, C20H45N6O8 overall in a non-equilibrium geometry.

DFT total energy = -46794.4220 eV
orbital gap = 6.85 eV
F_max = 0.0715 Eh/bohr
charge = -1
energy above the lowest of the compared OMol25 structures with the same formula, charge and spin = 0.00 kcal per mole
LUMO energy = 2.3134 eV

The geometry in XYZ format:
```
79
C20H45N6O8, DFT ωB97M-V with the def2-TZVPD basis set
C 13.660 17.914 1.985
C 13.120 19.328 2.141
O 13.867 20.333 2.020
O 11.898 19.538 2.420
H 14.460 17.723 2.697
H 14.058 17.790 0.976
H 12.808 17.241 2.096
C 20.192 20.589 3.410
C 19.107 20.001 2.534
O 18.848 20.447 1.432
N 18.387 18.985 3.113
C 17.214 18.377 2.536
H 21.194 20.304 3.098
H 20.015 20.253 4.432
H 20.097 21.669 3.322
H 18.621 18.847 4.077
H 17.283 17.330 2.842
H 17.141 18.347 1.450
H 16.288 18.859 2.857
C 11.631 19.722 -1.439
C 11.546 21.222 -1.272
O 11.818 21.796 -0.241
N 11.026 21.878 -2.341
C 10.621 23.272 -2.300
H 10.680 19.191 -1.456
H 12.134 19.323 -0.556
H 12.230 19.503 -2.327
H 10.790 21.394 -3.187
H 10.225 23.524 -3.281
H 11.440 23.946 -2.047
H 9.871 23.416 -1.519
C 9.351 16.094 1.954
C 9.862 16.243 3.373
O 9.707 15.338 4.186
N 10.483 17.394 3.679
C 10.875 17.761 5.006
H 8.737 16.941 1.661
H 8.771 15.173 1.949
H 10.172 15.904 1.260
H 10.728 18.050 2.937
H 10.823 18.835 5.169
H 11.909 17.468 5.235
H 10.245 17.201 5.701
C 16.767 19.616 -3.384
C 17.527 20.290 -2.249
O 18.683 20.675 -2.425
N 16.904 20.405 -1.064
C 15.513 20.041 -0.757
H 17.324 19.440 -4.297
H 15.874 20.200 -3.621
H 16.424 18.635 -3.040
H 17.415 20.800 -0.287
H 15.098 20.939 -0.298
H 15.461 19.286 0.025
H 14.902 19.791 -1.617
C 15.498 16.019 6.894
C 15.014 15.050 5.851
O 15.696 14.101 5.481
N 13.759 15.309 5.426
C 13.230 14.854 4.161
H 16.048 16.853 6.458
H 16.339 15.563 7.421
H 14.696 16.366 7.541
H 13.367 16.137 5.840
H 13.889 15.039 3.312
H 12.321 15.415 3.942
H 12.950 13.803 4.187
C 12.224 21.095 7.352
C 13.169 20.730 6.203
O 13.212 21.418 5.208
N 13.979 19.661 6.410
C 14.942 19.169 5.450
H 11.307 20.534 7.163
H 12.062 22.164 7.353
H 12.666 20.700 8.269
H 13.839 19.165 7.273
H 15.840 18.825 5.956
H 15.276 20.008 4.834
H 14.572 18.457 4.712
```